[1]
Below is C22H35BrN2O9S as an isolated structure at a distorted geometry, with properties calculated with wB97M-V/def2-TZVPD.

Multiplicity: 1
E_LUMO (hartree): -0.0470
Frontier orbital gap (Eh): 0.273
Total energy (eV): -125665.546

CARTESIAN COORDINATES (ANGSTROEM)
C  4.8438  3.0540  1.0582
C  3.3109  2.6731  0.9642
C  2.8655  2.2630  -0.5109
C  2.8396  1.6232  2.0740
C  3.9166  0.5442  2.4362
C  4.2696  0.2378  3.8758
C  5.3125  -0.8034  4.1492
Br  5.7483  -1.2485  5.9978
C  6.0106  -1.4893  3.0283
N  6.9911  -2.4701  3.0245
S  7.3679  -2.7973  1.4311
N  6.3265  -1.7886  0.5601
C  5.6563  -1.1578  1.5927
C  4.5852  -0.1494  1.3226
H  5.0504  4.1502  0.8843
H  5.3922  2.4399  0.2778
H  5.3268  2.7959  2.0419
H  2.7347  3.6218  1.2003
H  1.8578  2.7406  -0.7061
H  3.6110  2.7183  -1.2204
H  2.8147  1.1564  -0.6803
H  1.8321  1.1777  1.8172
H  2.6690  2.2271  3.0198
H  3.7582  0.7864  4.7062
H  4.3474  0.0759  0.2479
C  1.2064  -2.7381  5.2614
C  1.0523  -1.9274  4.0000
O  -0.2879  -2.0051  3.4934
C  -1.1889  -1.2487  4.1283
O  -0.9740  -0.5189  5.0630
O  -2.3834  -1.4600  3.5576
C  -3.4608  -0.7793  4.2016
H  0.8811  -3.7681  5.0984
H  2.2468  -2.7348  5.5787
H  0.6007  -2.3423  6.0786
H  1.7066  -2.3316  3.2266
H  1.3429  -0.8860  4.1596
H  -3.2538  0.2868  4.3005
H  -3.6515  -1.2256  5.1787
H  -4.3486  -0.9039  3.5829
C  -2.1067  4.1292  -3.1378
C  -2.4585  2.7013  -3.5045
O  -1.8880  1.7723  -2.5722
C  -2.5267  1.6614  -1.4018
O  -3.5221  2.2566  -1.0756
O  -1.8510  0.7886  -0.6416
C  -2.3740  0.6438  0.6794
H  -1.0253  4.2432  -3.0327
H  -2.4640  4.8226  -3.9013
H  -2.5512  4.4139  -2.1825
H  -2.0346  2.4618  -4.4803
H  -3.5391  2.5583  -3.5773
H  -3.4383  0.4073  0.6610
H  -2.1925  1.5551  1.2522
H  -1.8457  -0.1792  1.1591
C  -6.3170  -2.2563  -6.6009
C  -4.9676  -2.6340  -7.1785
O  -3.9215  -1.8296  -6.6185
C  -3.5261  -2.1744  -5.3869
O  -3.9603  -3.0873  -4.7309
O  -2.5783  -1.3118  -4.9980
C  -2.1299  -1.5091  -3.6562
H  -6.4976  -1.1851  -6.7161
H  -7.1175  -2.8067  -7.0988
H  -6.3654  -2.4743  -5.5327
H  -4.9653  -2.4426  -8.2522
H  -4.7525  -3.6960  -7.0390
H  -1.8153  -2.5398  -3.4904
H  -2.9198  -1.2312  -2.9566
H  -1.2746  -0.8561  -3.4901

Atoms 1-3, force components in eV/Å:
C 0.366 -0.583 -0.279
C -0.521 0.375 0.213
C 0.186 0.831 0.444

[2]
Below is C24H48O27Rb3S3 as an isolated structure at a distorted geometry, with properties calculated with wB97M-V/def2-TZVPD.

Total charge: +1
Multiplicity: 1
Relative energy (zero: lowest compared OMol25 entry of this formula, charge and spin) (kcal/mol): 0.0
E_LUMO (hartree): -0.1666
Frontier orbital gap (Eh): 0.275
Total energy (eV): -115416.614

CARTESIAN COORDINATES (ANGSTROEM)
Rb  0.5453  4.9376  -1.9207
Rb  -2.1387  1.5534  -3.0137
Rb  1.9930  1.5742  -4.3254
S  0.9052  1.4530  -1.1094
O  -0.3473  2.2090  -0.8688
O  0.7558  0.4378  -2.1965
O  1.9164  2.4289  -1.5770
O  1.2548  0.8209  0.1726
C  -3.9587  -2.8421  -7.7603
C  -4.4849  -2.3060  -6.4106
O  -3.5449  -2.8460  -5.4525
C  -2.7861  -2.0326  -4.7680
O  -2.8643  -0.8247  -4.8061
O  -1.9079  -2.7434  -4.0924
C  -0.8983  -2.0650  -3.3683
H  -4.6035  -2.5277  -8.5798
H  -3.9617  -3.9335  -7.7388
H  -2.9104  -2.5875  -7.9002
H  -5.4730  -2.6499  -6.1226
H  -4.5350  -1.2243  -6.5237
H  -1.2168  -1.9387  -2.3336
H  -0.5621  -1.0963  -3.7318
H  -0.0728  -2.7764  -3.3522
C  -2.8570  -5.6388  -2.2721
C  -1.8981  -6.1588  -1.2115
O  -0.8289  -5.2736  -0.9130
C  -1.0878  -4.1237  -0.2782
O  -2.1590  -3.7522  0.1177
O  0.0640  -3.4915  -0.1543
C  0.0669  -2.1099  0.2555
H  -3.7061  -6.2446  -2.5686
H  -2.2467  -5.4827  -3.1679
H  -3.1577  -4.6442  -1.9383
H  -1.3804  -7.0738  -1.5021
H  -2.4524  -6.5213  -0.3404
H  -0.5801  -1.9246  1.1096
H  -0.0913  -1.6109  -0.6963
H  1.0767  -1.8597  0.5754
C  2.3768  -5.1272  2.1415
C  2.0589  -4.8436  3.6026
O  1.1299  -3.7601  3.7347
C  1.5270  -2.5241  3.6307
O  2.6542  -2.1161  3.5309
O  0.4489  -1.7235  3.6814
C  0.6981  -0.3327  3.5979
H  1.5271  -4.9709  1.4723
H  2.7842  -6.1302  2.0276
H  3.0991  -4.4289  1.7109
H  2.9905  -4.6311  4.1269
H  1.5820  -5.6702  4.1182
H  -0.1778  0.2058  3.9510
H  0.8354  -0.0426  2.5481
H  1.6143  -0.0248  4.0985
C  8.0542  3.9150  3.2427
C  6.6994  3.7796  2.5776
O  5.9411  4.9661  2.6985
C  4.6633  5.0907  2.4066
O  4.0541  6.0952  2.6653
O  4.1899  4.0380  1.7489
C  2.8232  3.9626  1.3925
H  8.6932  3.0461  3.1027
H  7.9234  4.0558  4.3174
H  8.6100  4.7842  2.8854
H  6.1878  2.9445  3.0648
H  6.8310  3.4644  1.5392
H  2.1924  4.4852  2.1132
H  2.4775  2.9381  1.2895
H  2.7310  4.4988  0.4438
C  -7.5387  2.3039  1.1101
C  -6.1872  2.0826  0.4767
O  -5.4713  3.3052  0.3167
C  -4.5592  3.4226  -0.5935
O  -4.2175  2.5226  -1.3390
O  -4.1662  4.7119  -0.5713
C  -3.0384  5.0887  -1.3341
H  -8.1603  2.9454  0.4825
H  -7.5125  2.7984  2.0832
H  -8.0308  1.3552  1.3180
H  -6.2815  1.4794  -0.4256
H  -5.6192  1.4439  1.1580
H  -2.9082  6.1465  -1.1316
H  -3.2898  4.8562  -2.3803
H  -2.1293  4.4838  -1.2453
C  4.0742  -0.5587  0.6433
C  4.4449  0.6015  -0.3105
O  5.8233  0.8664  -0.1810
S  6.5484  -0.2764  0.6981
O  7.5179  0.2777  1.5819
O  6.9460  -1.4050  -0.1071
O  5.2050  -0.6383  1.5015
H  3.7933  -1.4343  0.0572
H  3.2221  -0.2454  1.2360
H  4.0204  1.5345  0.0811
H  3.9937  0.5321  -1.3059
C  -1.8962  1.2613  1.3597
C  -1.2219  2.4113  2.1155
O  -1.6647  2.3703  3.4506
S  -3.1990  1.8641  3.4444
O  -4.0668  2.9266  3.0427
O  -3.4257  1.1406  4.6586
O  -2.9889  0.8374  2.1807
H  -1.1771  0.4805  1.1205
H  -2.2945  1.6806  0.4383
H  -1.4966  3.3424  1.6020
H  -0.1344  2.4295  2.0706

Atoms 1-3, force components in eV/Å:
Rb 0.298 -0.284 0.584
Rb -0.264 -0.579 0.256
Rb 0.410 -0.297 0.177

[3]
Below is C47H57IrN8O3SSi as an isolated structure, with properties calculated with wB97M-V/def2-TZVPD.

⟨S²⟩: 0.7809
Total charge: +1
Multiplicity: 2
Relative energy (zero: lowest compared OMol25 entry of this formula, charge and spin) (kcal/mol): 1.8
E_LUMO (alpha / beta) (hartree): -0.1196 / -0.1926
Frontier orbital gap (alpha / beta) (Eh): 0.254 / 0.180
Total energy (eV): -89276.246

CARTESIAN COORDINATES (ANGSTROEM)
Ir  -2.4438  -0.1743  0.3373
O  -2.1966  -3.9988  -3.4612
C  -1.0533  -4.1677  -2.7767
C  -0.2068  -5.1906  -3.2062
C  0.9891  -5.4228  -2.5623
C  1.3778  -4.6442  -1.4709
C  0.5491  -3.6370  -1.0362
C  -0.6761  -3.3811  -1.6706
C  -1.5035  -2.2867  -1.1694
O  -1.1048  -1.6174  -0.1318
N  -2.6310  -1.9883  -1.8024
N  -3.2581  -0.9155  -1.2059
C  -4.4886  -0.6530  -1.6284
C  -5.3289  0.3551  -1.1409
C  -6.5772  0.5361  -1.8107
C  -7.4538  1.4967  -1.4258
C  -7.1331  2.3385  -0.3281
C  -5.9642  2.1988  0.3521
C  -5.0236  1.1999  -0.0161
O  -3.9597  1.0976  0.7055
H  -2.6743  -3.2338  -3.0871
H  -0.5194  -5.7862  -4.0531
H  1.6310  -6.2212  -2.9127
H  2.3194  -4.8256  -0.9716
H  0.8402  -3.0124  -0.2044
H  -4.8422  -1.2887  -2.4333
H  -6.8044  -0.1125  -2.6475
H  -8.3915  1.6252  -1.9476
H  -7.8347  3.1058  -0.0270
H  -5.7172  2.8326  1.1932
C  -2.9630  0.4572  3.3120
N  -2.6951  0.2237  4.7120
C  -2.6944  -1.2181  4.9671
N  -1.6698  -1.9011  4.1748
C  -1.9221  -1.6744  2.7749
N  -1.9300  -0.1936  2.4331
C  -0.5822  0.3499  2.8510
N  -0.3242  0.1025  4.2502
C  -1.3681  0.7527  5.0434
C  -0.3580  -1.3362  4.5084
H  -2.9516  1.5250  3.0972
H  -3.9398  0.0509  3.0472
H  -3.6744  -1.6293  4.7182
H  -2.5005  -1.3925  6.0253
H  -2.8994  -2.0854  2.5053
H  -1.1498  -2.1461  2.1700
H  -0.5995  1.4194  2.6752
H  0.1829  -0.1125  2.2291
H  -1.3497  1.8260  4.8464
H  -1.1749  0.5834  6.1029
H  -0.1521  -1.5181  5.5634
H  0.4080  -1.8270  3.9054
C  4.6374  -2.4254  -2.4040
C  5.8970  -1.6083  -2.6840
C  5.7116  -0.0903  -2.7191
C  5.3905  0.5533  -1.3753
N  4.0301  0.2482  -0.9634
C  3.5805  0.0492  0.2864
S  2.0353  -0.5991  0.5119
N  4.3931  0.3895  1.2980
C  4.1218  0.1015  2.7034
C  4.3772  -1.3493  3.1029
C  5.8436  -1.7452  3.2638
C  6.6842  -1.6685  1.9913
H  4.8324  -3.4874  -2.5565
H  3.8238  -2.1425  -3.0781
H  4.2707  -2.3006  -1.3844
H  6.3050  -1.9125  -3.6507
H  6.6667  -1.8532  -1.9448
H  4.9273  0.1751  -3.4375
H  6.6300  0.3707  -3.0886
H  5.5401  1.6364  -1.4306
H  6.0904  0.1592  -0.6320
H  3.3580  0.0210  -1.6819
H  5.2933  0.7754  1.0716
H  3.0820  0.3645  2.8974
H  4.7507  0.7755  3.2892
H  3.8870  -1.9956  2.3699
H  3.8640  -1.5192  4.0538
H  5.8727  -2.7709  3.6384
H  6.3044  -1.1290  4.0422
H  6.1795  -2.1569  1.1534
H  7.6476  -2.1586  2.1332
H  6.8979  -0.6379  1.6999
C  1.9921  0.6385  -3.9693
C  0.9944  -0.3010  -3.7523
C  -0.0204  -0.0354  -2.8451
C  -0.0513  1.1537  -2.1183
C  0.9556  2.0957  -2.3613
C  1.9681  1.8411  -3.2752
Si  -1.4398  1.6442  -0.9776
C  -2.7992  2.3916  -2.0077
C  -3.4204  3.6049  -1.6980
C  -4.4068  4.1303  -2.5217
C  -4.7889  3.4528  -3.6699
C  -4.1683  2.2567  -4.0067
C  -3.1819  1.7380  -3.1841
C  -0.8832  2.6911  0.4621
C  -1.7987  3.3514  1.2956
C  -1.3662  4.0978  2.3815
C  -0.0086  4.1910  2.6650
C  0.9109  3.5274  1.8652
C  0.4777  2.7835  0.7773
H  2.7774  0.4397  -4.6881
H  0.9969  -1.2381  -4.2951
H  -0.8121  -0.7625  -2.7391
H  0.9473  3.0533  -1.8523
H  2.7257  2.5925  -3.4604
H  -3.1234  4.1645  -0.8215
H  -4.8716  5.0749  -2.2696
H  -5.5577  3.8634  -4.3117
H  -4.4467  1.7358  -4.9138
H  -2.6931  0.8103  -3.4699
H  -2.8611  3.2603  1.1081
H  -2.0870  4.6065  3.0096
H  0.3288  4.7736  3.5125
H  1.9678  3.5793  2.0933
H  1.2055  2.2392  0.1895

Atoms 1-3, force components in eV/Å:
Ir 0.353 0.418 0.131
O 0.041 -0.002 -0.052
C -0.007 -0.006 0.004

[4]
Below is an isolated ion of composition C9H14NOS and charge +1 at a distorted geometry, with properties calculated with wB97M-V/def2-TZVPD.

Total charge: +1
Multiplicity: 1
Relative energy (zero: lowest compared OMol25 entry of this formula, charge and spin) (kcal/mol): 37.1
Structure (SMILES): C[C@@H]1CS[C@H](c2ccco2)[N@H+]1C
E_LUMO (hartree): -0.0981
Frontier orbital gap (Eh): 0.344
Total energy (eV): -23924.243

CARTESIAN COORDINATES (ANGSTROEM)
C  0.4331  -2.5877  1.5130
C  1.0199  -1.3177  1.1174
C  0.9209  -0.2504  2.1879
S  1.3346  1.3652  1.3629
C  0.6684  0.7348  -0.2682
C  -0.4077  1.6176  -0.7101
C  -0.4831  2.8358  -1.3758
C  -1.8150  3.2089  -1.4138
C  -2.5302  2.1170  -0.9681
O  -1.7046  1.1749  -0.5306
N  0.2782  -0.7776  -0.0784
C  0.6794  -1.4901  -1.3298
H  1.0810  -3.4005  1.8142
H  0.0911  -3.0523  0.5831
H  -0.5126  -2.6549  2.0815
H  2.0925  -1.4800  0.7603
H  -0.2022  -0.1670  2.5038
H  1.4787  -0.4681  3.0699
H  1.4515  0.8755  -1.0339
H  0.4044  3.5261  -1.4333
H  -2.1761  4.0151  -2.0090
H  -3.5437  2.0019  -0.6408
H  -0.6847  -0.8295  -0.0235
H  1.6496  -1.7975  -1.3808
H  0.0529  -2.3750  -1.6400
H  0.4238  -0.8243  -2.1578

Atoms 1-3, force components in eV/Å:
C -1.954 -3.146 -1.006
C 1.570 1.102 0.499
C -2.665 1.212 -0.746